(1)
{"formula": "C6H8NO2PS", "method": "ωB97M-V/def2-TZVPD", "symbols": ["C", "C", "C", "C", "C", "C", "N", "O", "O", "P", "S", "H", "H", "H", "H", "H", "H", "H", "H"], "coordinates": [[5.649726, -0.978099, -0.085100], [4.437333, -0.805516, 0.145180], [2.174226, -1.496563, -0.436703], [3.049239, -0.482454, 0.265408], [-2.413180, -0.182751, -0.914693], [-0.895364, 1.090734, 0.366979], [-1.280450, -0.190344, 0.021839], [0.936538, -1.407285, -0.506065], [2.557606, 0.393606, 0.982590], [-0.518663, -1.505337, 0.633631], [-1.418929, -3.161415, 0.114712], [6.670132, -1.138234, -0.054763], [2.668623, -2.442237, -0.690639], [-2.544600, -1.122836, -1.198094], [-3.291935, 0.307878, -0.543108], [-2.070291, 0.608604, -1.609972], [-1.545070, 1.592906, 1.171383], [0.258772, 1.061310, 0.613041], [-1.014515, 1.808322, -0.486538]], "forces_ev_per_a": [[-5.7, 0.7, 1.3], [4.9, 0.0, -0.9], [-0.5, -0.3, 0.3], [-1.8, 0.6, 0.9], [2.1, 4.5, 1.2], [2.4, 3.2, 1.4], [-2.2, -1.2, -0.5], [2.7, 0.6, -1.0], [0.9, -1.2, -1.3], [-1.4, -0.9, 0.9], [0.1, 0.4, 0.2], [1.4, -0.2, -0.3], [-0.1, 0.1, -0.2], [-1.0, -3.7, -2.0], [-0.7, -0.3, 0.9], [-0.3, -1.1, -0.9], [1.1, -0.9, -0.6], [-2.3, 0.5, 0.1], [0.3, -0.7, 0.3]], "lowdin_charge": [0.20, -0.02, -0.11, -0.37, -0.09, -0.20, -0.52, -0.20, 0.10, 0.47, 0.14, 0.02, 0.14, -0.03, 0.08, 0.09, 0.11, 0.09, 0.08], "orbital_gap_ev": [5.35, 5.35], "e_above_lowest_ev": 4.8315, "multiplicity": 1, "charge": 0}


(2)
{"formula": "C28H25ClNO3", "method": "ωB97M-V/def2-TZVPD", "symbols": ["C", "O", "C", "C", "C", "C", "C", "C", "C", "C", "C", "O", "C", "C", "C", "C", "C", "H", "H", "H", "H", "H", "H", "H", "H", "H", "H", "H", "H", "H", "H", "H", "Cl", "C", "C", "C", "C", "N", "C", "C", "C", "C", "C", "C", "C", "C", "O", "C", "H", "H", "H", "H", "H", "H", "H", "H", "H", "H"], "coordinates": [[5.275825, -3.886765, -0.461063], [4.974300, -2.982917, 0.622218], [4.162004, -1.915701, 0.410575], [3.860722, -1.124453, 1.549173], [2.932452, -0.119303, 1.469194], [2.266929, 0.179624, 0.239647], [1.246229, 1.148881, 0.239565], [0.415329, 1.502395, -0.853829], [-0.040433, 2.845313, -0.997589], [-0.830965, 3.219298, -2.052107], [-1.248716, 2.253773, -2.997458], [-2.203107, 2.654765, -3.880531], [-2.461817, 1.848596, -5.049511], [-0.791605, 0.920517, -2.901202], [-0.024145, 0.551496, -1.812701], [2.712197, -0.518174, -0.925948], [3.593918, -1.577722, -0.844102], [5.935868, -4.623338, 0.001941], [4.370414, -4.382090, -0.840452], [5.802109, -3.373840, -1.279402], [4.375651, -1.349625, 2.477651], [2.690296, 0.477336, 2.347218], [1.133906, 1.735766, 1.145586], [0.262655, 3.575230, -0.248735], [-1.206174, 4.233354, -2.161418], [-3.068482, 2.499848, -5.683544], [-1.532292, 1.572152, -5.571777], [-3.036964, 0.949304, -4.780468], [-1.054655, 0.189842, -3.666999], [0.270194, -0.492019, -1.704664], [2.356221, -0.205649, -1.906896], [3.852018, -2.152822, -1.736020], [1.273480, 1.257567, 5.731500], [0.706221, -0.078599, 4.812109], [1.148947, -1.370872, 5.098776], [0.679080, -2.401797, 4.282775], [-0.161596, -2.146999, 3.222192], [-0.561902, -0.863320, 2.919231], [-1.319166, -0.659790, 1.777199], [-1.860320, 0.583323, 1.379392], [-2.917476, 0.620729, 0.293281], [-3.362153, 1.881553, -0.130291], [-4.127560, 2.016960, -1.283119], [-4.619562, 0.880130, -1.930660], [-4.301883, -0.387777, -1.435150], [-3.455028, -0.516854, -0.329109], [-1.449285, 1.682425, 1.827384], [-0.175433, 0.164356, 3.766642], [1.837567, -1.534705, 5.920728], [0.972051, -3.431786, 4.459443], [-0.585074, -2.909415, 2.573346], [-1.590542, -1.576347, 1.255428], [-3.064656, 2.767892, 0.429039], [-4.340123, 3.013273, -1.667570], [-5.249685, 0.991883, -2.817226], [-4.699265, -1.282954, -1.919993], [-3.216649, -1.504476, 0.065375], [-0.549869, 1.152530, 3.552923]], "forces_ev_per_a": [[0.1, 0.1, 0.1], [-0.8, 1.2, -0.4], [0.0, -0.7, 0.0], [0.2, -0.2, -0.1], [0.0, 0.0, -0.3], [0.2, -0.4, 0.0], [0.3, 0.1, -0.6], [-0.4, -0.1, -0.1], [0.0, -0.2, 0.3], [-0.2, -0.2, -0.2], [-0.9, -0.1, -0.1], [1.4, -0.3, 0.3], [-0.1, 0.1, 0.2], [0.0, 0.1, 0.0], [0.5, 0.2, -0.5], [-0.1, -0.1, 0.1], [0.1, -0.1, 0.2], [-0.1, 0.1, -0.2], [0.2, 0.2, 0.2], [-0.2, -0.1, 0.3], [-0.1, 0.0, -0.1], [0.0, -0.2, -0.1], [0.0, 0.1, 0.0], [-0.1, -0.1, -0.2], [0.1, -0.2, 0.1], [0.1, -0.3, 0.1], [-0.3, 0.1, 0.2], [0.2, 0.3, 0.0], [-0.1, 0.2, 0.4], [-0.2, 0.3, 0.1], [0.1, -0.1, 0.3], [0.0, 0.3, 0.3], [-0.1, 0.1, 0.1], [-0.2, -0.9, -0.3], [-0.1, 0.4, -0.2], [-0.1, 0.0, -0.1], [-0.1, 0.5, 0.1], [0.5, 0.4, 0.6], [-0.7, -0.4, -0.3], [0.3, 0.6, 0.2], [-0.3, -0.1, -0.1], [0.4, 0.0, -0.2], [-0.3, -0.3, 0.2], [0.2, 0.0, 0.0], [0.1, 0.0, 0.1], [0.1, 0.2, -0.1], [-0.3, -0.4, 0.0], [0.2, -0.6, -0.3], [-0.1, -0.1, -0.1], [-0.1, 0.2, 0.0], [0.3, 0.1, 0.2], [0.1, 0.3, 0.4], [0.2, -0.3, -0.2], [-0.1, -0.2, 0.1], [0.2, -0.1, 0.3], [0.1, 0.3, 0.2], [-0.1, 0.2, -0.3], [-0.1, -0.1, -0.3]], "lowdin_charge": [-0.04, -0.05, -0.22, 0.03, 0.01, -0.19, 0.10, -0.21, 0.01, 0.02, -0.24, -0.07, -0.04, 0.02, -0.01, 0.01, 0.02, 0.10, 0.10, 0.10, 0.13, 0.12, 0.13, 0.14, 0.14, 0.10, 0.10, 0.09, 0.12, 0.12, 0.12, 0.12, 0.73, -0.66, -0.08, -0.04, -0.03, -0.03, -0.04, -0.38, -0.14, -0.03, -0.08, -0.09, -0.08, -0.04, -0.04, -0.03, 0.11, 0.12, 0.13, 0.10, 0.12, 0.11, 0.11, 0.11, 0.10, 0.11], "orbital_gap_ev": 5.14, "multiplicity": 1, "charge": 1}


Number 1: energy -32055.8348 eV. Number 2: energy -49588.3732 eV.